Entry 1:
{
  "formula": "C45H43BiCl2N5O4P",
  "method": "ωB97M-V with the def2-TZVPD basis set",
  "e_tot_ha": -3791.7699,
  "gap_ev": 8.0294,
  "e_homo_ha": -0.2870,
  "fmax_ev_per_a": 0.3,
  "species": ["Bi", "Cl", "Cl", "P", "O", "O", "O", "O", "N", "N", "N", "N", "N", "C", "C", "C", "C", "C", "C", "C", "C", "C", "C", "C", "C", "C", "C", "C", "C", "C", "C", "C", "C", "C", "C", "C", "C", "C", "C", "C", "C", "C", "C", "C", "C", "C", "C", "C", "C", "C", "C", "C", "C", "C", "C", "C", "C", "C", "H", "H", "H", "H", "H", "H", "H", "H", "H", "H", "H", "H", "H", "H", "H", "H", "H", "H", "H", "H", "H", "H", "H", "H", "H", "H", "H", "H", "H", "H", "H", "H", "H", "H", "H", "H", "H", "H", "H", "H", "H", "H", "H"],
  "xyz": [[0.13440, 0.90595, 0.11711], [2.02348, -3.23885, -0.92977], [1.22147, -3.56342, -3.74652], [-1.82205, -1.29412, 1.32495], [-0.65739, 4.92672, 5.01064], [0.88307, 3.88047, 3.28519], [0.84090, 2.58654, 1.48453], [-2.86945, 4.93322, 5.28136], [-3.29185, 3.27627, 3.17599], [1.85303, 1.41942, -1.06038], [-0.10085, -0.78114, -2.10536], [-1.96246, 2.32564, 1.71690], [-2.57055, 1.77909, -1.96747], [-3.61699, -2.66002, -2.05882], [-3.18178, -0.64194, 3.61112], [4.22258, 0.12839, -3.42993], [-0.13198, -0.27000, -3.48917], [-4.19580, -0.68980, 4.55335], [-5.32083, -2.36531, 3.24862], [-2.91827, -3.81918, -2.38172], [2.28474, 3.70029, -2.83776], [2.55446, -3.26255, -2.61656], [3.96578, 5.26794, -3.53882], [4.21099, -0.53013, -1.12317], [-2.02828, 3.67394, 3.51176], [1.41273, -3.56619, 3.70389], [0.15597, -4.08122, 3.58900], [3.77648, 0.33127, -2.12303], [-1.89800, -4.25925, -1.55379], [-5.27260, -1.54991, 4.36900], [2.47042, 0.08296, 1.94168], [-0.80594, -3.37084, 2.84913], [-4.29618, -2.32793, 2.30918], [4.95331, 4.38742, -3.12143], [2.86831, 1.49506, -1.79059], [-1.40687, 0.51169, -3.75871], [5.09186, -0.91216, -3.72644], [-1.87519, 4.57647, 4.68597], [-4.40712, 1.84997, 1.44734], [1.23148, -0.42205, 1.64468], [2.62827, 4.92018, -3.39837], [-1.50741, 1.82457, -2.97417], [0.81843, -1.64521, 2.27553], [-3.28618, -1.94790, -0.91755], [3.38775, -0.59002, 2.77858], [3.26741, 2.80497, -2.43048], [5.10126, -1.55652, -1.41168], [-3.22005, -1.46519, 2.48284], [4.60571, 3.15665, -2.58221], [1.76344, -2.34341, 3.08302], [5.54751, -1.74787, -2.71217], [-0.50028, -2.20081, 2.19981], [-1.57240, -3.55083, -0.40154], [-1.20940, 3.07395, 2.58965], [3.05113, -1.79616, 3.30756], [-3.21797, 2.46777, 2.09683], [0.27470, 3.19304, 2.45389], [-2.26549, -2.39076, -0.06827], [-0.92032, -1.36183, -1.94591], [-4.41227, -2.30662, -2.70352], [6.24762, -2.54321, -2.93695], [-2.25979, -0.12094, -3.49013], [5.38097, 2.46969, -2.26427], [-2.34651, 0.03815, 3.75112], [-1.61481, 2.66513, -3.66797], [-1.48000, 0.69821, -4.83198], [-4.15012, -0.05192, 5.42716], [5.42863, -1.05981, -4.74492], [0.74380, 0.36916, -3.63371], [-4.86873, 1.10356, 2.09615], [-6.15596, -3.03915, 3.10359], [-4.34076, -2.97418, 1.44112], [-5.15853, 2.60402, 1.20586], [-2.44447, 2.51425, -1.28046], [3.74447, -2.34503, 3.93470], [0.70534, -1.38567, -1.98041], [1.24631, 3.43134, -2.69448], [-4.08627, 1.36183, 0.53073], [0.00767, 4.52090, 4.35709], [-1.34244, -5.15437, -1.80301], [-1.81798, -3.75749, 2.80071], [4.35417, -0.14530, 2.98360], [4.23683, 6.22355, -3.96957], [-0.77079, -3.90508, 0.23358], [2.98353, -2.29445, -2.84461], [-0.05879, -1.09285, -4.20736], [3.85539, -0.38440, -0.11591], [-3.47586, 1.92727, -2.39809], [3.89792, 0.80154, -4.21527], [5.99715, 4.65884, -3.21500], [-0.11271, -5.00833, 4.07874], [-0.56861, 1.99553, -2.44290], [3.28305, -4.05401, -2.73402], [-3.16737, -4.37140, -3.27908], [-6.06988, -1.58505, 5.10041], [2.16508, -4.07421, 4.29637], [-3.80976, -1.02496, -0.69072], [-4.10482, 3.58212, 3.68916], [1.85332, 5.60474, -3.72002], [5.44439, -2.20619, -0.61579], [2.77046, 1.03741, 1.52282]],
  "forces_ev_per_a": [[-0.3, 0.2, 0.0], [-0.1, -0.1, 0.1], [0.0, -0.1, 0.0], [0.1, -0.1, -0.2], [-0.1, 0.0, 0.1], [0.0, 0.0, -0.1], [0.0, 0.0, 0.0], [0.0, 0.0, 0.0], [-0.1, 0.0, 0.0], [0.2, 0.1, 0.1], [0.0, 0.1, 0.0], [-0.1, 0.1, 0.0], [-0.1, 0.0, 0.1], [0.0, 0.0, 0.0], [0.0, 0.0, 0.0], [0.0, 0.0, 0.0], [0.0, -0.1, 0.1], [0.0, 0.0, 0.0], [0.0, 0.0, 0.0], [0.0, 0.0, 0.0], [0.0, 0.0, 0.0], [0.0, 0.0, 0.0], [0.0, 0.0, 0.0], [0.0, -0.1, -0.1], [0.0, 0.0, 0.0], [0.0, 0.0, 0.0], [0.0, 0.0, 0.0], [0.0, 0.1, 0.0], [0.0, 0.0, 0.0], [0.0, 0.0, 0.0], [0.1, 0.0, 0.0], [0.0, -0.1, 0.0], [0.0, 0.0, 0.0], [0.0, 0.0, 0.0], [-0.1, 0.0, -0.1], [0.0, 0.0, 0.0], [0.0, 0.0, 0.0], [0.0, 0.0, 0.0], [0.0, 0.0, 0.0], [-0.1, 0.0, 0.0], [0.0, 0.0, 0.0], [0.1, 0.0, 0.0], [0.0, 0.0, 0.0], [0.0, 0.0, 0.0], [0.0, 0.0, 0.0], [0.0, -0.1, 0.0], [0.0, 0.0, 0.0], [0.0, 0.1, 0.1], [0.0, 0.0, 0.0], [0.0, 0.0, 0.0], [0.0, 0.0, 0.0], [0.0, 0.0, 0.0], [0.0, 0.0, 0.0], [0.1, 0.0, -0.1], [0.0, 0.0, 0.0], [0.1, 0.0, -0.1], [0.0, -0.1, 0.0], [-0.1, 0.0, 0.0], [0.0, -0.1, 0.0], [0.0, 0.0, 0.0], [0.0, 0.0, 0.0], [0.0, 0.0, 0.0], [0.0, 0.0, 0.0], [0.0, 0.0, 0.0], [0.0, 0.0, 0.0], [0.0, 0.0, 0.0], [0.0, 0.0, 0.0], [0.0, 0.0, 0.0], [0.0, 0.0, 0.0], [0.0, 0.0, 0.0], [0.0, 0.0, 0.0], [0.0, 0.0, 0.0], [0.0, 0.0, 0.0], [0.0, 0.0, 0.0], [0.0, 0.0, 0.0], [-0.1, 0.1, 0.0], [0.0, 0.0, 0.0], [0.0, 0.0, -0.1], [0.1, 0.0, 0.0], [0.0, 0.0, 0.0], [0.0, 0.0, 0.0], [0.0, 0.0, 0.0], [0.0, 0.0, 0.0], [0.0, 0.0, 0.0], [0.0, 0.0, 0.0], [0.0, 0.0, 0.0], [0.0, 0.0, 0.1], [0.0, 0.0, 0.0], [0.0, 0.0, 0.0], [0.0, 0.0, 0.0], [0.0, 0.0, 0.0], [0.0, 0.0, 0.0], [0.0, 0.0, 0.0], [0.0, 0.0, 0.0], [0.0, 0.0, 0.0], [0.0, 0.0, 0.0], [0.0, 0.0, 0.0], [0.0, 0.0, 0.0], [0.0, 0.0, 0.0], [0.0, 0.0, 0.0], [0.0, 0.0, 0.0]]
}

Entry 2:
{
  "formula": "C45H43BrNO18PS2",
  "method": "ωB97M-V with the def2-TZVPD basis set",
  "e_tot_ha": -6860.5705,
  "smiles": "C=CCC1=C(CCCS)C(=O)c2c(cc([PH2]=S)c(CNC)c2C[C@H](C)Br)C1=O.O=C1C=C(O)C(=O)C=C1O.O=C1C=C(O)C(=O)C=C1O.O=C1C=C(O)C(=O)C=C1O.O=C1C=C(O)C(=O)C=C1O",
  "gap_ev": 5.7307,
  "e_homo_ha": -0.2829,
  "fmax_ev_per_a": 8.5,
  "species": ["Br", "S", "S", "P", "O", "O", "O", "O", "O", "O", "O", "O", "O", "O", "O", "O", "O", "O", "O", "O", "O", "O", "N", "C", "C", "C", "C", "C", "C", "C", "C", "C", "C", "C", "C", "C", "C", "C", "C", "C", "C", "C", "C", "C", "C", "C", "C", "C", "C", "C", "C", "C", "C", "C", "C", "C", "C", "C", "C", "C", "C", "C", "C", "C", "C", "C", "C", "C", "H", "H", "H", "H", "H", "H", "H", "H", "H", "H", "H", "H", "H", "H", "H", "H", "H", "H", "H", "H", "H", "H", "H", "H", "H", "H", "H", "H", "H", "H", "H", "H", "H", "H", "H", "H", "H", "H", "H", "H", "H", "H", "H"],
  "xyz": [[0.45843, -3.71428, 5.60362], [-0.29883, -1.68449, -2.43956], [-2.84870, 3.58419, 4.00875], [-0.96578, 3.08109, 3.69107], [-10.62920, 2.49146, 3.72376], [-7.73795, 5.68451, 5.67466], [-8.67287, 1.44531, 2.10743], [7.85105, -0.91513, -11.60975], [2.85397, -2.14019, -3.72753], [-5.80498, 4.69753, 3.99451], [2.20012, -3.38907, -9.16653], [4.21288, 7.04481, 5.67868], [3.83751, -0.29336, -9.18743], [-1.36847, 7.51885, 5.23840], [5.17023, -1.37989, -7.04792], [-4.94015, -1.18224, 1.47076], [0.15710, 6.13530, 3.42384], [1.00512, -1.22064, -7.98159], [-0.78860, -4.57876, 2.47077], [9.15465, -2.08309, -9.49554], [2.67737, 8.35226, 7.54044], [4.11968, -4.25655, -4.93268], [3.11084, 0.52300, 3.65494], [-0.87364, 1.20966, 3.15759], [-9.23155, 4.10486, 4.74179], [0.62240, 7.97440, 6.43267], [-9.51780, 3.00142, 3.81169], [1.89274, -1.63179, -5.82847], [-3.68408, -1.60608, 1.25812], [-2.27029, 0.64050, 2.43884], [-6.22050, -4.78783, -0.14408], [2.67681, -2.40365, -5.07341], [0.20310, -3.45315, -1.93753], [-1.71708, -4.96492, -0.63847], [-2.12650, -3.74627, 0.42958], [5.81448, -0.58363, -10.45421], [-6.90799, 4.16514, 3.93058], [5.79866, -1.29598, -8.09723], [-1.15680, -4.38749, -2.06743], [5.15163, -0.70799, -9.30274], [3.40267, -3.16863, 5.03602], [0.37477, -1.31626, 2.94223], [-8.40341, 2.49931, 2.96101], [1.90207, -2.53583, 4.77451], [-4.31778, -3.01110, -1.12341], [7.21146, -1.02973, -10.56959], [2.83945, 7.12548, 5.53953], [-7.18739, 3.04592, 3.01780], [-3.32113, -2.84059, 0.18895], [-8.01458, 4.64903, 4.80090], [3.39129, -3.57660, -5.64772], [1.70665, -1.91992, -7.25918], [2.08080, 7.86116, 6.58803], [0.75722, 6.65485, 4.35814], [3.53047, 1.13690, 2.33802], [1.64931, -2.33138, 3.13731], [-1.02337, -1.93283, 2.26167], [-1.22615, -3.50036, 1.81766], [0.47212, 0.26367, 3.40382], [-2.33813, -0.93444, 1.99024], [2.21859, 6.56245, 4.50117], [-5.86619, -3.44594, -0.68057], [2.39960, -3.10943, -7.82708], [7.18806, -1.76408, -8.21995], [3.18639, -3.87916, -7.07262], [7.84959, -1.64279, -9.37247], [1.75176, 0.98912, 4.12196], [0.00173, 7.41440, 5.39253], [4.41986, 7.52812, 6.50818], [3.69786, -4.74544, -7.47296], [2.64956, 1.41724, 1.61821], [7.64044, -2.20569, -7.34127], [2.62069, -1.85777, 2.62981], [-2.64847, -5.69104, -0.81305], [4.29345, 2.03575, 2.50597], [-6.23825, -5.69711, -0.91396], [-1.94032, -3.75261, -2.68183], [-6.79220, 5.90447, 5.52739], [-3.96467, -3.83507, -1.87647], [-6.74157, -2.66771, -0.82641], [-9.62009, 1.22944, 2.25041], [-1.68267, -1.60145, -2.12220], [-0.84634, -5.63455, -0.17557], [-0.30992, 3.24543, 4.99557], [1.64491, 0.78204, 5.29285], [-0.88264, -5.31812, -2.75292], [4.15147, -2.33505, 5.44479], [4.17029, 0.30087, 1.77504], [-0.37650, 3.90460, 2.66679], [3.85410, -3.62782, 4.03496], [3.58310, -0.48785, -8.25914], [0.71892, -3.50320, -0.88667], [1.75677, 2.17644, 4.02790], [1.59426, -2.68813, -9.49194], [1.36922, -0.77475, -5.42454], [3.82562, 0.86616, 4.36183], [-10.04573, 4.44828, 5.36702], [-6.36886, 2.69232, 2.40355], [3.46469, -2.83765, -3.40338], [2.75742, 6.02281, 3.73293], [-3.21996, 1.32155, 2.24692], [-4.39921, -1.93312, -1.60369], [-1.57602, 7.03043, 4.41218], [-6.50082, -4.96229, 0.99735], [9.41113, -1.88309, -10.42221], [0.08534, 8.52737, 7.19300], [1.81985, -1.50693, 5.36586], [1.52374, -3.38831, 2.65144], [3.39460, -4.03345, 5.85840], [0.92697, -3.82013, -2.81186], [5.35712, -0.15605, -11.33757]],
  "forces_ev_per_a": [[1.1, 0.9, -0.7], [-0.5, -0.5, 0.6], [0.6, 0.0, -0.3], [-1.6, -1.2, 0.4], [0.8, 0.2, -0.1], [0.4, -1.3, -1.4], [-0.4, 1.4, 1.4], [-0.2, -0.2, 0.9], [0.2, -1.0, -1.7], [-1.0, -0.1, 0.2], [-0.2, 1.0, 1.7], [-1.9, 0.5, 0.5], [1.7, -0.8, 0.6], [2.1, -0.5, -0.5], [0.1, 0.2, -0.8], [8.0, -2.5, -1.5], [0.2, 0.4, 0.7], [0.5, -0.6, 0.2], [-2.2, 6.7, -3.9], [-1.8, 0.8, -0.6], [-0.1, -0.5, -0.8], [-0.6, 0.6, -0.3], [-0.2, 1.3, 0.4], [0.1, -3.7, -1.3], [-0.2, -0.3, -0.2], [0.4, 0.1, 0.2], [-0.9, 0.1, 0.4], [-0.2, 0.1, -0.3], [-3.6, 1.2, 0.6], [2.8, -3.1, 0.5], [0.7, 1.4, -1.2], [-0.1, 0.8, 1.6], [-0.9, -1.0, -0.9], [0.1, 0.0, 0.5], [-2.8, 2.6, -0.4], [0.3, -0.1, -0.2], [1.1, -0.1, -0.5], [0.3, -0.4, 0.9], [0.3, -0.4, -0.4], [-1.7, 0.7, -0.4], [0.4, -0.4, 0.4], [-2.4, 0.9, -0.7], [0.2, -1.4, -1.3], [1.4, 0.9, -0.4], [-1.5, -0.1, -0.2], [-0.1, 0.4, -1.1], [1.9, -0.4, -0.3], [0.2, 0.3, 0.1], [2.4, -2.0, 0.8], [-0.2, 1.3, 1.3], [0.7, -0.8, 0.0], [-0.6, 0.7, 0.3], [-0.3, 0.7, 1.0], [0.3, -0.5, -0.7], [1.5, -0.6, -1.1], [0.0, 0.6, 0.7], [-0.1, 3.4, 0.8], [0.9, -3.7, 1.5], [-3.8, -0.7, -2.0], [2.6, 1.1, 1.4], [-0.4, -0.1, -0.2], [-0.4, -1.4, 0.9], [0.1, -0.9, -1.7], [-0.4, 0.1, 0.2], [0.1, -0.1, 0.3], [1.8, -0.8, 0.4], [-0.2, 0.4, 0.9], [-2.1, 0.4, 0.2], [-0.1, -0.2, -0.3], [0.0, 0.1, 0.0], [1.6, -0.4, 1.7], [0.0, 0.0, 0.0], [-2.2, -0.8, 1.4], [2.0, 1.8, 0.4], [-1.9, -1.6, -0.5], [1.6, 1.5, 2.3], [1.5, -1.5, 1.5], [-0.4, -0.1, 0.0], [-0.2, 1.7, 1.5], [2.3, -0.8, 1.8], [0.4, 0.1, -0.1], [1.8, -0.6, -0.1], [-2.0, 1.6, -0.7], [0.3, -0.3, -1.5], [0.3, 0.3, -2.5], [-0.6, 1.8, 1.6], [-1.7, -1.7, -1.1], [-1.4, 1.9, 1.0], [0.3, -0.7, 0.8], [-1.1, 1.0, 2.2], [0.1, 0.2, -0.4], [-1.1, 0.1, -2.1], [-0.8, -2.3, -0.1], [0.3, -0.3, 0.1], [0.0, -0.1, 0.0], [-1.4, -0.7, -1.0], [0.0, 0.0, 0.0], [0.0, 0.0, 0.1], [-0.2, 0.3, -0.2], [0.0, 0.0, 0.0], [2.4, -1.5, 0.6], [0.3, -2.3, 0.7], [-0.1, 0.1, 0.3], [-0.9, 0.6, -3.0], [-0.1, -0.1, 0.4], [0.0, 0.0, 0.0], [0.0, -2.4, -1.5], [-0.3, 2.1, 1.0], [-0.2, 2.0, -1.9], [-1.4, 1.0, 2.2], [0.0, 0.0, 0.1]]
}